1.
{
  "formula": "C4H6O2",
  "method": "ωB97M-V/def2-TZVPD",
  "e_tot_ev": -8338.2593,
  "smiles": "O[C@H]1C=C[C@@H]1O",
  "species": ["O", "C", "C", "C", "C", "O", "H", "H", "H", "H", "H", "H"],
  "positions_angstrom": [[-1.246, 0.154, -1.655], [-0.756, -0.220, -0.405], [0.417, -1.176, -0.328], [1.178, -0.355, 0.388], [0.173, 0.779, 0.383], [-0.268, 1.299, 1.599], [-0.511, 0.424, -2.216], [-1.629, -0.531, 0.175], [0.553, -2.157, -0.744], [2.147, -0.435, 0.845], [0.471, 1.643, -0.218], [-0.530, 0.575, 2.177]],
  "forces_ev_per_angstrom": [[-0.1, 0.1, -0.4], [0.1, 0.0, 0.3], [-0.1, 0.1, -0.1], [-0.1, 0.1, 0.1], [0.0, -0.1, -0.3], [-0.1, 0.1, 0.4], [0.0, 0.0, 0.0], [0.1, 0.1, 0.1], [0.1, -0.3, -0.1], [0.3, -0.1, 0.1], [-0.1, -0.1, -0.1], [0.0, 0.0, 0.0]]
}

2.
{
  "formula": "C4H6O2",
  "method": "ωB97M-V/def2-TZVPD",
  "e_tot_ev": -8337.2196,
  "smiles": "C=C=CO.C=O",
  "species": ["C", "C", "C", "O", "H", "H", "H", "H", "C", "O", "H", "H"],
  "positions_angstrom": [[-1.453, -1.079, 0.447], [-0.281, -0.640, 0.823], [0.895, -0.136, 1.109], [1.139, 1.131, 1.567], [-1.798, -0.910, -0.574], [-2.115, -1.617, 1.123], [1.816, -0.701, 0.998], [0.290, 1.588, 1.654], [0.380, 0.589, -1.781], [-0.753, 0.548, -2.191], [0.772, 1.449, -1.203], [1.108, -0.224, -1.971]],
  "forces_ev_per_angstrom": [[0.1, 0.0, 0.0], [0.0, 0.1, 0.0], [-0.1, -0.3, -0.1], [-0.2, 0.1, 0.1], [0.1, 0.0, 0.2], [0.1, 0.1, -0.1], [-0.2, 0.0, 0.0], [0.1, 0.0, 0.0], [-0.2, 0.0, -0.1], [0.5, 0.0, 0.1], [-0.1, -0.1, -0.1], [-0.1, 0.1, 0.0]]
}